Computed, not measured: 2 unconnected molecules or ions with the total composition C5H15N3 in a non-equilibrium geometry, with ωB97M-V/def2-TZVPD.

Last columns: bonded neighbours and bond lengths (Å).
Atoms and positions in Å:
1 C -0.80 0.45 -0.84  C2 1.533, C4 1.527, C5 1.528, H10 1.096
2 C 0.60 0.79 -0.31  C1 1.533, N6 1.452, H13 1.106, H14 1.097
3 C 2.52 0.01 0.93  N6 1.448, H15 1.093, H16 1.099, H17 1.088
4 C -1.84 0.46 0.28  C1 1.527, H18 1.089, H20 1.087, H21 1.089
5 C -1.20 1.43 -1.94  C1 1.528, H19 1.088, H22 1.089, H23 1.089
6 N 1.19 -0.30 0.44  C2 1.452, C3 1.448, H12 1.074
7 N -0.36 -2.27 1.84  N8 1.245, H9 1.039
8 N -0.16 -2.99 0.84  N7 1.245, H11 1.032
9 H 0.24 -1.43 1.75  N7 1.039
10 H -0.76 -0.56 -1.27  C1 1.096
11 H -0.76 -3.83 0.91  N8 1.032
12 H 1.14 -1.24 -0.09  N6 1.074
13 H 1.24 1.10 -1.15  C2 1.106
14 H 0.53 1.65 0.37  C2 1.097
15 H 2.45 0.81 1.67  C3 1.093
16 H 3.21 0.34 0.14  C3 1.099
17 H 2.94 -0.87 1.41  C3 1.088
18 H -1.91 1.46 0.72  C4 1.089
19 H -2.19 1.19 -2.32  C5 1.088
20 H -1.58 -0.25 1.06  C4 1.087
21 H -2.82 0.20 -0.12  C4 1.089
22 H -0.49 1.40 -2.77  C5 1.089
23 H -1.21 2.45 -1.55  C5 1.089

Max |F|: 2.170 eV/Å
Energy relative to the best compared isomer or geometry (same formula, charge and spin): 2.213 eV
Frontier orbital gap: 9.6 eV